(A)
Density functional theory data (wB97M-V/def2-TZVPD) for 2 unconnected molecules or ions with the total composition C10H16.

The geometry in XYZ format:
```
26
Properties=species:S:1:pos:R:3
C 2.180 0.133 -1.140
C 2.332 0.322 -2.605
H 2.767 0.691 -0.466
H 1.159 0.439 -0.882
H 2.427 -0.954 -0.734
H 2.367 1.261 -3.119
H 1.592 -0.377 -3.084
H 3.400 -0.167 -2.754
C -2.470 0.190 -0.046
C -2.235 1.639 -0.597
C -1.390 -0.284 0.838
C -1.032 0.297 2.029
C -0.552 -1.272 0.240
C 0.025 -0.180 2.749
C 0.530 -1.769 0.999
C 0.923 -1.220 2.180
H -3.368 0.170 0.609
H -2.573 -0.549 -0.766
H -2.510 2.394 0.077
H -1.617 1.310 2.344
H -0.827 -1.765 -0.627
H 0.336 0.288 3.752
H 1.013 -2.671 0.596
H 1.726 -1.652 2.761
H -2.927 2.144 -1.306
H -1.276 1.581 -1.043
```

Its lowest unoccupied orbital energy is 0.965 eV. Its HOMO energy is -8.83 eV. Its structure (SMILES) is CCc1ccccc1.CC. The calculation puts the HOMO-LUMO gap at 9.79 eV. Its total charge is 0.

These are the natural (NBO) partial charges, in e, on atoms 1 to 8:
1. C -0.61
2. C -0.61
3. H 0.21
4. H 0.20
5. H 0.21
6. H 0.22
7. H 0.20
8. H 0.19

=====

(B)
Density functional theory data (wB97M-V/def2-TZVPD) for 2 unconnected molecules or ions with the total composition C10H16.

The geometry in XYZ format:
```
26
Properties=species:S:1:pos:R:3
C -0.285 1.315 2.431
C -1.463 1.545 0.199
C -1.075 0.754 1.305
C -2.237 1.034 -0.827
C -2.563 -0.316 -0.881
C -1.501 -0.571 1.295
C -2.123 -1.099 0.159
H -1.161 2.584 0.201
H -2.619 1.790 -1.505
H -0.442 2.352 2.715
H 0.792 1.149 2.339
H -3.036 -0.822 -1.709
H -1.467 -1.100 2.242
H -2.242 -2.178 0.155
H -0.548 0.691 3.300
C 2.034 -0.765 -1.615
C 2.486 0.575 -1.028
C 1.483 -1.723 -0.582
H 1.253 -0.613 -2.370
H 2.842 -1.180 -2.219
H 2.706 0.487 0.029
H 2.302 -2.245 -0.062
H 0.841 -1.423 0.247
H 1.759 1.359 -1.258
H 3.358 0.958 -1.567
H 0.905 -2.557 -0.995
```

Its lowest unoccupied orbital energy is 1.025 eV. Its HOMO energy is -9.07 eV. Its structure (SMILES) is Cc1ccccc1.CCC. The calculation puts the HOMO-LUMO gap at 10.09 eV. Its total charge is 0.

These are the natural (NBO) partial charges, in e, on atoms 1 to 8:
1. C -0.64
2. C -0.22
3. C 0.00
4. C -0.20
5. C -0.23
6. C -0.23
7. C -0.20
8. H 0.21

=====

(C)
Density functional theory data (wB97M-V/def2-TZVPD) for 2 unconnected molecules or ions with the total composition C10H16.

The geometry in XYZ format:
```
26
Properties=species:S:1:pos:R:3
C 0.029 0.281 -0.535
C -0.660 1.620 -0.034
C 1.430 0.247 0.107
C 1.706 -0.591 1.162
C 2.322 1.253 -0.323
C 2.921 -0.422 1.835
C 3.546 1.335 0.325
C 3.816 0.541 1.442
H -0.657 -0.505 -0.226
H 0.066 0.251 -1.621
H 0.077 2.331 0.312
H 1.078 -1.432 1.407
H 1.977 1.973 -1.048
H 3.109 -1.142 2.624
H 4.193 2.173 0.088
H 4.745 0.680 1.973
H -1.397 1.372 0.722
H -1.173 2.082 -0.883
C -3.435 -1.170 -1.604
C -3.385 -1.840 -0.213
H -3.862 -1.905 -2.286
H -3.976 -0.232 -1.708
H -2.415 -0.952 -1.929
H -4.313 -1.703 0.341
H -3.108 -2.880 -0.349
H -2.635 -1.363 0.422
```

Its lowest unoccupied orbital energy is 1.030 eV. Its HOMO energy is -8.98 eV. Its structure (SMILES) is CCc1ccccc1.CC. The calculation puts the HOMO-LUMO gap at 10.01 eV. Its total charge is 0.

These are the natural (NBO) partial charges, in e, on atoms 1 to 8:
1. C -0.43
2. C -0.60
3. C 0.01
4. C -0.23
5. C -0.22
6. C -0.19
7. C -0.20
8. C -0.23

=====

(D)
Density functional theory data (wB97M-V/def2-TZVPD) for 2 unconnected molecules or ions with the total composition C10H16.

The geometry in XYZ format:
```
26
Properties=species:S:1:pos:R:3
C -2.211 -0.883 -1.561
C -3.663 -0.796 -1.067
C -1.227 -0.811 -0.414
C -1.152 0.203 0.529
C -0.374 -1.903 -0.211
C -0.303 0.127 1.624
C 0.544 -1.936 0.828
C 0.566 -0.940 1.789
H -2.048 -1.814 -2.088
H -1.981 -0.130 -2.316
H -3.757 -0.115 -0.223
H -1.664 1.147 0.351
H -0.395 -2.777 -0.854
H -0.247 0.986 2.282
H 1.205 -2.790 0.899
H 1.207 -1.028 2.656
H -3.991 -1.788 -0.763
H -4.303 -0.361 -1.836
C 2.797 2.415 0.579
C 3.161 1.445 -0.527
H 3.112 2.032 1.531
H 3.244 3.415 0.560
H 1.743 2.695 0.645
H 4.166 1.103 -0.376
H 3.082 1.900 -1.517
H 2.490 0.603 -0.520
```

Its lowest unoccupied orbital energy is 1.010 eV. Its HOMO energy is -9.08 eV. Its structure (SMILES) is CCc1ccccc1.CC. The calculation puts the HOMO-LUMO gap at 10.09 eV. Its total charge is 0.

These are the natural (NBO) partial charges, in e, on atoms 1 to 8:
1. C -0.42
2. C -0.60
3. C 0.00
4. C -0.23
5. C -0.22
6. C -0.20
7. C -0.19
8. C -0.23

=====

Which one sits at the bottom of the stability order? (A) does.